[1]
# H2NOP

2 unconnected molecules or ions with the total composition H2NOP in a non-equilibrium geometry (ωB97M-V with the def2-TZVPD basis set, the OMol25 dataset).

XYZ file:
```
5
H2NOP, DFT ωB97M-V with the def2-TZVPD basis set
N 0.46611 -0.01628 -0.06381
O -1.87953 0.67647 -0.01015
P -1.05897 -0.54887 0.11426
H 0.54652 0.94462 -0.30649
H 1.92587 -1.05593 0.26620
```

Properties
* energy above the lowest of the compared OMol25 structures with the same formula, charge and spin: 93.2 kcal per mole
* gap between HOMO and LUMO: 0.2901 Eh
* strongest force on any atom: 4.83 eV Å⁻¹



[2]
# C3H6N5O2

2 unconnected molecules or ions with the total composition C3H6N5O2 in a non-equilibrium geometry (ωB97M-V with the def2-TZVPD basis set, the OMol25 dataset).

XYZ file:
```
16
C3H6N5O2, DFT ωB97M-V with the def2-TZVPD basis set
C 1.24255 2.29943 2.68954
C 1.18032 1.08364 2.10209
C -0.71421 -0.70035 -1.47192
N 1.62934 -0.01423 2.61917
N -1.58684 -1.44236 -2.19281
N -0.50543 0.55954 -1.83022
N 1.95239 -1.07572 2.84531
N -0.15724 -1.19455 -0.42901
O 1.03859 3.38168 3.00394
O 0.67480 0.94487 0.90288
H -2.10322 -0.88250 -2.85226
H -1.95341 -2.16580 -1.61243
H -0.74117 0.94251 -2.65929
H 0.02104 1.18981 -1.11954
H 0.39742 -0.74641 0.18353
H -0.37493 -2.17957 -0.17898
```

Properties
* energy above the lowest of the compared OMol25 structures with the same formula, charge and spin: 36.9 kcal per mole
* gap between HOMO and LUMO: 0.2808 Eh
* total charge: +1
* strongest force on any atom: 5.91 eV Å⁻¹



[3]
# C32H66N2O10S2

3 unconnected molecules or ions with the total composition C32H66N2O10S2 in a non-equilibrium geometry (ωB97M-V with the def2-TZVPD basis set, the OMol25 dataset).

XYZ file:
```
112
C32H66N2O10S2, DFT ωB97M-V with the def2-TZVPD basis set
C 2.96943 -4.33864 -0.85365
C 4.14825 -3.79850 -1.66418
C 3.72401 -2.94383 -2.85970
C 2.66504 -1.88172 -2.55414
C 3.02752 -0.91640 -1.42921
C 1.80884 -0.10107 -0.95672
C 1.87126 0.28341 0.52320
C 1.41801 -0.83956 1.47330
C 2.23810 -0.89030 2.76704
C 3.69507 -1.31460 2.51638
C 4.74783 -0.42585 3.20354
C 5.67603 0.26633 2.20246
C 5.18083 1.67814 1.84327
C 5.19977 1.98304 0.35580
C 4.40280 3.24486 0.01716
C 3.85339 3.31170 -1.41801
C 2.48908 4.01485 -1.45573
C 1.78989 3.92692 -2.81749
C 0.91341 2.69706 -3.07027
C -0.12148 2.40172 -1.96400
N -1.46599 2.17937 -2.55560
C -2.48137 3.17112 -2.14261
C -3.19458 2.93528 -0.81242
C -2.32320 2.88112 0.42589
C -3.15700 2.80950 1.72086
C -3.91369 1.48958 1.85951
N -3.10275 0.47224 2.56818
C -1.91608 0.83568 -2.48373
O -2.46192 0.24685 -3.42531
O -1.70102 0.25188 -1.28212
C -2.00018 -1.14323 -1.21518
C -3.49375 -1.41736 -1.12279
H 3.27346 -5.16846 -0.22317
H 2.57485 -3.56141 -0.20615
H 2.18684 -4.66904 -1.53230
H 4.79464 -3.20426 -1.01725
H 4.75938 -4.62655 -2.01709
H 3.33320 -3.61201 -3.62792
H 4.60453 -2.45749 -3.27936
H 2.49156 -1.31848 -3.47083
H 1.72339 -2.38037 -2.32675
H 3.75564 -0.21069 -1.83007
H 3.49111 -1.43530 -0.59631
H 1.79948 0.81635 -1.54066
H 0.90512 -0.68024 -1.13216
H 1.24942 1.16564 0.68482
H 2.88561 0.58640 0.78640
H 0.38294 -0.66028 1.75772
H 1.45522 -1.79878 0.95753
H 2.21002 0.10586 3.20456
H 1.75714 -1.59982 3.43195
H 3.85182 -1.25663 1.44277
H 3.84201 -2.34762 2.81569
H 4.26221 0.32182 3.82294
H 5.35877 -1.06976 3.83285
H 5.77118 -0.33884 1.30346
H 6.66692 0.33777 2.64734
H 4.14256 1.75065 2.17196
H 5.75686 2.42482 2.38351
H 4.80151 1.14773 -0.22003
H 6.23717 2.12013 0.04387
H 5.03272 4.12072 0.16720
H 3.57999 3.33197 0.72767
H 3.76913 2.31664 -1.85387
H 4.54248 3.91666 -2.00323
H 2.65032 5.06973 -1.23107
H 1.87970 3.62218 -0.64390
H 2.57798 3.93910 -3.57101
H 1.19024 4.82075 -2.98188
H 0.32841 2.88294 -3.96901
H 1.51781 1.81613 -3.28564
H -0.18115 3.28254 -1.33179
H 0.17991 1.56684 -1.34469
H -3.24509 3.18040 -2.92138
H -2.00076 4.14409 -2.18705
H -3.80507 2.04201 -0.91592
H -3.89520 3.76411 -0.68092
H -1.69164 1.99545 0.41832
H -1.65366 3.73834 0.47714
H -3.85599 3.64505 1.73252
H -2.46984 2.89014 2.55877
H -4.83518 1.63126 2.41673
H -4.17759 1.09002 0.87876
H -3.60581 -0.40509 2.55797
H -2.26636 0.34018 2.00879
H -1.54597 -1.68324 -2.04012
H -1.51855 -1.49276 -0.30643
H -3.88668 -1.85780 -2.03202
H -4.03330 -0.51224 -0.86046
H -3.68225 -2.13681 -0.32892
C -7.02497 -0.25039 -2.89456
C -6.75148 -1.64805 -3.40091
O -7.43902 -2.49791 -2.47296
S -8.76709 -1.76625 -1.95261
O -9.87975 -2.21360 -2.70651
O -8.76776 -1.80449 -0.53751
O -8.38785 -0.28967 -2.45042
H -6.38887 -0.00073 -2.04292
H -6.90990 0.50008 -3.67135
H -5.69160 -1.88169 -3.41054
H -7.17165 -1.80319 -4.39679
C -1.90129 -4.32254 5.75102
C -1.85756 -2.86856 6.17444
O -1.62423 -2.15981 4.95020
S -2.34244 -2.91459 3.74115
O -3.60137 -2.31242 3.49474
O -1.39742 -3.10232 2.70349
O -2.59550 -4.30163 4.49545
H -0.90016 -4.72658 5.58991
H -2.44224 -4.95013 6.45321
H -1.05582 -2.65586 6.87506
H -2.81080 -2.53968 6.59285
```

Properties
* gap between HOMO and LUMO: 0.3450 Eh
* strongest force on any atom: 2.50 eV Å⁻¹
* structure (SMILES): CCCCCCCCCCCCCCCCCCCCN(CCCCCN)C(=O)OCC.O=S1(=O)OCCO1.O=S1(=O)OCCO1



Number 1: LUMO -2.14 eV. Number 2: LUMO -4.42 eV. Number 3: LUMO 0.37 eV.